{"formula": "C20H24FIInO5S", "method": "the ωB97M-V functional and the def2-TZVPD basis", "species": ["C", "C", "F", "C", "In", "C", "C", "C", "S", "C", "C", "O", "I", "H", "H", "H", "H", "H", "H", "H", "H", "H", "H", "H", "H", "H", "H", "H", "H", "C", "C", "C", "O", "C", "C", "C", "O", "H", "H", "H", "H", "C", "C", "C", "O", "C", "C", "C", "O", "H", "H", "H", "H"], "positions_angstrom": [[0.55, 1.23, 1.80], [1.06, -0.16, 2.27], [0.77, -0.23, 3.65], [0.44, -1.31, 1.47], [0.03, -3.04, 2.90], [0.71, -4.91, 1.81], [2.16, -5.33, 2.17], [2.28, -6.32, 3.37], [1.13, -7.74, 3.35], [-2.22, -3.31, 3.26], [-2.55, -4.16, 4.46], [-3.22, -5.11, 4.42], [-1.65, -3.52, 6.36], [-0.37, 1.47, 2.36], [0.29, 1.21, 0.73], [1.33, 1.98, 2.01], [2.15, -0.21, 2.15], [-0.51, -0.98, 1.03], [1.11, -1.63, 0.66], [0.83, -2.83, 4.47], [0.72, -4.64, 0.74], [-0.04, -5.71, 1.91], [2.69, -4.41, 2.48], [2.74, -5.72, 1.31], [3.29, -6.76, 3.32], [2.24, -5.82, 4.34], [0.04, -7.22, 3.98], [-2.68, -2.32, 3.40], [-2.69, -3.76, 2.38], [-1.97, 2.41, -3.63], [-1.23, 1.51, -3.00], [-1.76, 0.74, -1.85], [-1.08, -0.07, -1.27], [-3.16, 1.01, -1.44], [-3.91, 1.90, -2.08], [-3.37, 2.68, -3.22], [-4.06, 3.50, -3.81], [-1.60, 2.98, -4.47], [-0.20, 1.31, -3.28], [-3.53, 0.43, -0.60], [-4.93, 2.11, -1.79], [2.40, 4.66, -4.01], [3.05, 5.75, -3.63], [2.38, 7.08, -3.60], [2.98, 8.08, -3.25], [0.96, 7.13, -4.01], [0.31, 6.03, -4.39], [0.98, 4.71, -4.42], [0.39, 3.71, -4.77], [2.88, 3.68, -4.05], [4.09, 5.73, -3.33], [0.48, 8.10, -3.97], [-0.73, 6.05, -4.69]], "multiplicity": 1, "max_force_ev_per_a": 3.5, "total_energy_ev": -58191.0978, "total_charge": -1}